ORCA calculation (ωB97M-V/def2-TZVPD) on a 2-piece molecular cluster, C8H14N2OS overall in a non-equilibrium geometry.

```
26
Properties=species:S:1:pos:R:3:mulliken_charge:R:1
C 2.23272 -0.59507 -0.09681 -0.91
C 1.14530 1.67815 -1.13376 -0.86
C 2.10875 0.23774 1.24307 -0.85
C 1.43567 0.12650 -1.17067 -0.04
C -0.29219 0.61542 0.59008 -0.06
C -0.43063 -0.57894 1.47310 0.39
C 0.15434 0.61194 -0.81642 0.05
C -1.53303 -0.57582 2.47925 -1.29
N 0.71563 0.27955 1.59967 -0.24
N -3.29256 -0.12157 -2.74637 -0.58
O -1.75925 -2.08850 -2.59994 -0.48
S -1.70713 -0.69708 -2.94633 0.51
H 3.27311 -0.69489 -0.39915 0.47
H 1.86500 -1.61436 0.07119 0.31
H 1.37302 2.18514 -0.14841 0.13
H 1.10009 2.26855 -2.05347 0.35
H 2.60907 -0.36340 1.91671 0.44
H 2.56553 1.16449 1.25097 0.35
H 1.67623 -0.26911 -2.17310 0.33
H -1.08502 1.46225 0.83195 0.09
H -0.10246 -1.53772 1.05454 0.40
H -2.42674 -0.90908 1.96392 0.29
H -1.49981 0.48379 2.95438 0.32
H -1.23975 -1.33165 3.32436 0.28
H -3.66538 -0.70862 -2.00273 0.28
H -3.22051 0.97228 -2.46605 0.30
```

## Properties
ΔE to the lowest compared entry with this formula, charge and spin in kJ/mol: 630.3
E in a.u.: -895.93232
HOMO-LUMO gap (alpha / beta) in eV: 7.45 / 7.75

***

ORCA calculation (ωB97M-V/def2-TZVPD) on a 2-piece molecular cluster, C5H10N2 overall in a non-equilibrium geometry.

```
17
Properties=species:S:1:pos:R:3:mulliken_charge:R:1
C 0.18257 -1.73475 0.30476 -1.27
C 0.91442 -0.49102 -0.11585 1.14
C 1.47922 0.31210 1.18735 -1.16
N 1.52111 -0.41168 -1.23474 -0.92
H -0.25689 -2.21241 -0.56828 0.39
H -0.61215 -1.47429 1.00383 0.31
H 0.84625 -2.40053 0.85379 0.38
H 0.89798 1.12962 1.60972 0.27
H 2.46553 0.69267 0.92278 0.36
H 1.70794 -0.36003 2.01551 0.34
H 2.41426 0.07487 -1.21954 0.20
C -2.69933 1.48197 -0.28631 -1.03
C -1.56453 1.05593 -0.76371 0.73
N -0.91026 0.38297 -1.56378 -0.54
H -3.50689 0.80022 -0.07452 0.26
H -2.88755 2.53157 -0.13945 0.24
H 0.00831 0.62280 -1.93156 0.32
```

## Properties
SMILES: CC(C)=N.C=C=N
ΔE to the lowest compared entry with this formula, charge and spin in kJ/mol: 397.6
E in a.u.: -305.87240
HOMO-LUMO gap in eV: 8.15

***

ORCA calculation (ωB97M-V/def2-TZVPD) on C6H12O as an isolated structure.

```
19
Properties=species:S:1:pos:R:3:mulliken_charge:R:1
C 2.08123 -0.37119 -0.34868 -1.32
C 0.95997 0.00441 0.61454 1.14
O 1.53362 0.05657 1.90684 -0.57
C 0.12261 1.13930 0.28399 -0.94
C -0.75452 1.13448 -0.89545 -0.37
C -1.67106 0.18532 -0.16372 -0.16
C -1.36887 -1.24821 -0.17405 -1.11
H 1.70433 -0.44758 -1.37360 0.30
H 2.51546 -1.33541 -0.06407 0.37
H 2.86782 0.38976 -0.32019 0.35
H 0.20845 -0.93325 0.53210 -0.21
H 0.85269 0.37718 2.51089 0.35
H -0.04580 1.90404 1.03963 0.34
H -0.34652 0.69820 -1.81380 0.22
H -1.22097 2.09426 -1.11861 0.28
H -2.27788 0.57595 0.64637 0.33
H -0.98971 -1.70077 -1.08764 0.36
H -2.43770 -0.56432 -0.78805 0.31
H -1.77821 -1.90609 0.58644 0.33
```

## Properties
ΔE to the lowest compared entry with this formula, charge and spin in kJ/mol: 500.4
E in a.u.: -310.86868
HOMO-LUMO gap in eV: 7.85

***

ORCA calculation (ωB97M-V/def2-TZVPD) on C27H28BrClCrN6O11 as an isolated structure in a non-equilibrium geometry.

```
75
Properties=species:S:1:pos:R:3:mulliken_spin:R:1
Cr 0.03281 -1.66318 0.72285 3.04
O 1.32534 2.02858 5.90388 0.00
C 0.75982 3.01960 5.27366 0.00
O 0.68016 4.13872 5.74578 0.00
C 0.14562 2.70678 3.94160 0.00
C -0.52003 3.63144 3.18658 0.00
Cl -1.02056 5.20718 3.57247 0.00
N -0.86614 3.03640 2.00719 0.00
N -0.43005 1.79092 1.97989 0.00
C 0.18399 1.56844 3.08970 0.01
C 0.73389 0.18316 3.32221 -0.01
O 1.20936 -0.03172 4.45657 0.00
O 0.65457 -0.61217 2.34677 -0.02
C -1.71199 3.39728 0.91462 0.00
C -2.50778 2.36840 0.43174 0.00
C -3.25916 2.56801 -0.70927 0.00
C -3.24952 3.80000 -1.32481 0.00
C -2.48620 4.82506 -0.77617 0.00
C -1.70460 4.65078 0.34892 0.00
H 1.30480 1.17311 5.33734 0.00
H -2.48716 1.37640 0.85500 0.00
H -3.89685 1.77331 -1.12180 0.00
H -3.88127 3.99719 -2.18117 0.00
H -2.58011 5.81928 -1.18934 0.00
H -1.13247 5.47887 0.73385 0.00
N -0.75497 -2.92969 2.14475 -0.06
C -1.92933 -2.29725 2.82442 0.01
C -2.54524 -1.26062 1.84514 0.01
O -3.67895 -0.87121 2.07988 0.01
O -1.80112 -0.90612 0.88344 -0.04
H -1.02334 -3.73655 1.58874 0.00
H -0.03963 -3.17962 2.81397 0.01
H -1.61773 -1.73130 3.69273 0.00
H -2.69675 -3.02152 3.02296 0.00
C 3.74094 -2.58178 -0.50186 0.00
C 2.44090 -3.23315 -0.03289 0.00
O 2.15227 -4.34086 -0.38834 0.00
O 1.76611 -2.46874 0.75960 0.03
H 4.36601 -3.23954 -1.13988 0.00
H 4.30875 -2.27208 0.37756 0.00
H 3.46708 -1.65353 -1.02385 0.00
Br 0.11108 -8.45010 -3.55787 0.00
C -0.01233 -6.57596 -3.39885 0.00
C 0.20113 -5.80227 -4.53242 0.00
N 0.14739 -4.48590 -4.51020 0.00
C -0.15608 -3.88700 -3.37513 0.00
C -0.44094 -4.58423 -2.20252 -0.01
C -0.38137 -5.97226 -2.23169 0.00
C -0.77334 -3.91260 -0.89772 0.00
O -1.26317 -4.59690 -0.01151 0.01
O -0.48319 -2.66472 -0.85356 -0.01
H 0.43392 -6.27723 -5.48913 0.00
H -0.20913 -2.80446 -3.41027 0.00
H -0.57747 -6.48899 -1.30277 0.00
C 2.86534 1.38332 0.44027 0.00
N 1.82305 1.80577 -0.51702 0.00
C 2.01565 3.17315 -0.98655 0.00
C 0.96688 3.62024 -1.99677 0.00
C 0.41679 2.47809 -2.77776 0.00
N 0.00647 1.39582 -1.91938 0.00
C -0.95541 0.44183 -2.45838 0.00
C 0.85799 0.96875 -0.97241 0.00
O 0.78567 -0.22428 -0.57763 0.01
H 2.83705 2.04583 1.30700 0.00
H 3.86990 1.47123 -0.00378 0.00
H 2.72467 0.36035 0.78693 0.00
H 3.00871 3.22437 -1.47641 0.00
H 2.04703 3.85754 -0.12332 0.00
H 1.37374 4.38379 -2.66538 0.00
H 0.14191 4.10156 -1.45617 0.00
H 1.19532 2.09234 -3.49582 0.00
H -0.44356 2.79207 -3.34249 0.00
H -1.55327 0.96843 -3.18810 0.00
H -1.59058 0.04480 -1.67847 0.00
H -0.44132 -0.39069 -2.93911 0.00
```

## Properties
⟨S²⟩: 3.77
Multiplicity: 4
ΔE to the lowest compared entry with this formula, charge and spin in kJ/mol: 0.0
E in a.u.: -6280.91896
Total charge: -1
HOMO-LUMO gap (alpha / beta) in eV: 8.85 / 8.91

***

ORCA calculation (ωB97M-V/def2-TZVPD) on one molecule with the formula C4H9NO2.

```
16
Properties=species:S:1:pos:R:3:mulliken_charge:R:1
C 0.79557 0.92374 -1.38943 -1.43
C 0.45228 -0.07388 -0.28424 0.40
C 0.58068 0.69097 1.04114 -0.69
O 0.70682 -0.08660 2.18971 -0.56
N -0.90084 -0.59720 -0.52729 -0.14
C -1.59636 -1.42185 0.28379 0.04
O -1.27144 -1.77850 1.40750 -0.64
H 0.42681 0.62385 -2.37334 0.45
H 1.87943 1.04704 -1.46933 0.36
H 0.34820 1.89670 -1.14948 0.33
H 1.15572 -0.91796 -0.27958 0.22
H 1.49741 1.28706 0.96354 0.33
H -0.26372 1.40906 1.06609 0.33
H 0.01641 -0.77445 2.14251 0.45
H -1.28093 -0.46841 -1.45376 0.22
H -2.54604 -1.75957 -0.16784 0.34
```

## Properties
SMILES: C[C@@H](CO)NC=O
ΔE to the lowest compared entry with this formula, charge and spin in kJ/mol: 80.7
E in a.u.: -363.05478
HOMO-LUMO gap in eV: 10.62

***

ORCA calculation (ωB97M-V/def2-TZVPD) on C22H23ClGdN2PS as an isolated structure in a non-equilibrium geometry.

```
51
Properties=species:S:1:pos:R:3:mulliken_spin:R:1
Gd 0.57638 1.80075 0.14014 6.59
Cl 2.85061 1.04622 0.71041 0.04
P -0.25790 -0.92602 0.18056 0.24
C -0.33041 -1.66312 -1.50476 0.01
C -1.52404 -1.74420 -2.23282 0.01
C -1.51404 -2.24335 -3.53432 0.00
C -0.31776 -2.68961 -4.09366 0.01
C 0.89089 -2.61360 -3.39315 0.00
C 0.86925 -2.07504 -2.10610 0.01
C 0.14078 -2.29996 1.25579 0.00
C 0.38489 -1.99017 2.62014 0.01
C 0.69905 -3.01543 3.51892 -0.01
C 0.80298 -4.34497 3.09778 0.02
C 0.55428 -4.63105 1.75963 0.00
C 0.21211 -3.64243 0.82790 0.01
C -1.94785 -0.38745 0.64312 0.01
C -2.23335 0.98579 0.75148 0.05
C -3.41418 1.42655 1.33051 0.00
C -4.38714 0.50754 1.71978 0.00
C -4.14797 -0.85525 1.54446 0.00
C -2.94001 -1.31772 1.01609 0.01
H 0.33074 -0.93945 2.94403 -0.01
H 0.85373 -2.75991 4.56916 0.00
H 1.02647 -5.13311 3.80882 0.00
H 0.59570 -5.65832 1.41033 0.00
H 0.01321 -3.90007 -0.21827 0.00
H -2.44545 -1.37069 -1.78980 0.00
H -2.45304 -2.27929 -4.08787 0.00
H -0.34016 -3.14486 -5.07650 0.00
H 1.82192 -2.98528 -3.82741 0.00
H 1.79402 -1.92978 -1.54930 0.00
H -1.64169 1.79208 0.27650 -0.03
H -3.56678 2.50189 1.43615 0.00
H -5.33436 0.84679 2.13252 0.00
H -4.90682 -1.58608 1.81333 0.00
H -2.75756 -2.39056 0.88744 0.00
H -1.63644 1.33101 -2.47741 0.00
H -1.86422 1.62606 -1.79840 0.00
C 3.69211 4.23929 -1.77672 0.00
N 2.88132 4.47174 -0.59196 0.01
C 3.44337 4.90428 0.59778 -0.01
C 2.56399 4.69407 1.58648 0.00
N 1.47218 4.06487 0.99491 0.01
C 1.59264 4.12180 -0.40563 -0.01
S 0.59905 3.55967 -1.72577 0.02
H 4.01704 3.17792 -1.87010 0.00
H 3.13369 4.47105 -2.69361 0.00
H 4.56991 4.87654 -1.63659 0.00
H 4.41866 5.33899 0.67658 0.00
H 2.50821 5.01891 2.60309 0.00
H 0.65199 3.71297 1.53629 0.02
```

## Properties
⟨S²⟩: 16.10
Multiplicity: 8
ΔE to the lowest compared entry with this formula, charge and spin in kJ/mol: 84.8
E in a.u.: -2926.47137
Total charge: +2
HOMO-LUMO gap (alpha / beta) in eV: 7.08 / 5.16

***

ORCA calculation (ωB97M-V/def2-TZVPD) on a 2-piece molecular cluster, C3H5N3O3 overall in a non-equilibrium geometry.

```
14
Properties=species:S:1:pos:R:3:mulliken_charge:R:1
C 2.14519 0.64028 0.02931 -1.19
C 1.77249 -0.89249 -0.08612 -0.21
C 0.34371 -0.83779 0.31793 0.00
N -0.75401 -1.11878 0.52884 0.57
O -1.84118 -1.25031 0.85388 -0.72
H 1.76355 0.93017 0.93920 0.37
H 3.13834 0.86009 -0.18709 0.37
H 1.53946 1.18560 -0.65519 0.32
H 2.25373 -1.49632 0.59028 0.28
H 1.77830 -1.34015 -1.13210 0.22
O -3.19107 0.03709 -1.84783 -0.57
N -2.93307 0.62454 -0.82472 0.56
N -3.09072 1.01307 0.23284 0.55
O -2.92473 1.64501 1.24078 -0.56
```

## Properties
SMILES: CCC#[N+][O-].O=NN=O
ΔE to the lowest compared entry with this formula, charge and spin in kJ/mol: 948.9
E in a.u.: -506.98645
HOMO-LUMO gap in eV: 9.87

***

ORCA calculation (ωB97M-V/def2-TZVPD) on one molecule with the formula C3H5NO4 in a non-equilibrium geometry.

```
13
Properties=species:S:1:pos:R:3:mulliken_charge:R:1
O -1.64708 -0.78362 2.26845 -0.62
C -0.84281 -0.33905 1.37097 0.65
N -1.33890 0.55223 0.31580 -0.24
O -1.04380 0.08708 -1.03351 -0.32
C 0.22033 0.42427 -1.44633 -0.41
O 1.17443 -0.51778 -1.09838 -0.34
C 1.31773 -0.37438 0.32786 -0.16
O 0.33512 -0.74611 1.32382 -0.24
H -2.46605 0.50244 0.27019 0.35
H 0.18275 0.40832 -2.58648 0.23
H 0.33584 1.33072 -0.84103 0.54
H 2.04280 -1.25860 0.59247 0.23
H 1.72964 0.71448 0.53617 0.35
```

## Properties
SMILES: O=C1NOCOCO1
ΔE to the lowest compared entry with this formula, charge and spin in kJ/mol: 431.8
E in a.u.: -472.90498
HOMO-LUMO gap in eV: 10.83